Density functional theory data (the ωB97M-V functional and the def2-TZVPD basis) for the molecule C2H3N3O.

Its energy above the lowest of the compared OMol25 structures with the same formula, charge and spin is 31.2 kcal per mole. The calculation puts the HOMO-LUMO gap at 9.592 eV. As for the max |F|: 1.45 eV Å⁻¹. The value obtained for the energy is -317.48266 hartree.

Each line ends with the Löwdin charge.
Cartesian coordinates (Å):
N 0.3100 1.3518 0.7952  0.13
C -0.3615 0.5650 -0.1126  -0.56
C 0.4069 -0.6437 -0.4902  -0.08
N -0.2491 -1.7417 -0.7251  -0.10
N -0.8149 -2.7107 -0.8752  0.24
O -1.4543 0.8485 -0.5655  0.05
H -0.2301 2.1202 1.1684  0.11
H 0.9174 0.8852 1.4529  0.09
H 1.4758 -0.6747 -0.6479  0.11



Density functional theory data (the ωB97M-V functional and the def2-TZVPD basis) for the molecule C2H3N3O.

Its energy above the lowest of the compared OMol25 structures with the same formula, charge and spin is 128.3 kcal per mole. The calculation puts the HOMO-LUMO gap (spin up / spin down) at 8.302 / 8.305 eV. As for the max |F|: 2.35 eV Å⁻¹. The value obtained for the energy is -317.32780 hartree.

Each line ends with the Löwdin charge.
Cartesian coordinates (Å):
C -1.3506 -0.0125 0.0657  0.00
C 0.2174 -0.0395 0.0214  -0.53
N 0.3499 -1.0406 0.7115  0.34
O 2.5687 -0.4081 0.1718  -0.03
N 2.2654 0.5689 -0.4923  -0.11
N 1.0013 0.8823 -0.6534  0.05
H -1.5630 0.9486 0.5243  0.09
H -1.6218 -0.0962 -0.9824  0.09
H -1.8672 -0.8030 0.6333  0.09



Density functional theory data (the ωB97M-V functional and the def2-TZVPD basis) for the molecule C2H3N3O2.

Its energy above the lowest of the compared OMol25 structures with the same formula, charge and spin is 82.2 kcal per mole. The calculation puts the HOMO-LUMO gap at 11.794 eV. As for the max |F|: 3.71 eV Å⁻¹. Its SMILES is COc1nnno1. The value obtained for the energy is -392.66248 hartree.

Each line ends with the Löwdin charge.
Cartesian coordinates (Å):
C -0.8497 0.3823 1.3643  -0.09
O -0.8008 0.7787 0.0199  0.02
C 0.0936 0.0597 -0.6697  -0.47
N 0.9183 -0.8596 -0.3087  0.11
N 1.6241 -1.0922 -1.4302  -0.03
N 1.3006 -0.4234 -2.4284  0.09
O 0.3110 0.4698 -1.9103  0.06
H 0.0532 0.6410 2.0769  0.14
H -0.9163 -0.7254 1.4881  0.10
H -1.7340 0.7692 1.7981  0.07